(1)
Here is a 7-piece molecular cluster, C18H51NO14 overall at a distorted geometry from OMol25. Energies are from ωB97M-V/def2-TZVPD.

```
! wB97M-V def2-TZVPD RIJCOSX def2/J DEFGRID3
* xyz 1 2
C -1.57 2.84 -4.67
C -0.10 3.30 -4.72
O 0.17 3.90 -3.49
O -1.73 1.64 -3.96
H -1.84 2.61 -5.70
H -2.26 3.60 -4.29
H -0.01 4.05 -5.50
H 0.60 2.49 -4.92
H 0.12 3.09 -2.97
H -2.64 1.34 -4.04
C -2.67 1.14 3.23
C -3.58 2.28 3.50
O -4.95 1.82 3.68
O -2.97 0.61 1.92
H -2.81 0.39 4.01
H -1.60 1.37 3.27
H -3.59 2.99 2.67
H -3.30 2.78 4.44
H -5.05 1.24 2.92
H -3.86 0.26 1.94
C 2.89 -2.61 1.77
C 3.62 -3.47 2.82
O 2.90 -3.85 3.90
O 1.83 -3.19 1.13
H 3.56 -2.20 1.01
H 2.49 -1.74 2.29
H 4.52 -2.96 3.16
H 3.97 -4.45 2.50
H 2.06 -4.20 3.60
H 1.51 -2.54 0.50
C 2.95 -2.11 -3.44
C 2.30 -0.90 -4.19
O 2.31 0.29 -3.44
O 2.09 -2.52 -2.39
H 3.93 -1.84 -3.05
H 2.95 -2.94 -4.14
H 1.27 -1.06 -4.50
H 2.92 -0.69 -5.06
H 3.21 0.59 -3.49
H 2.16 -1.86 -1.70
C 0.04 1.27 -0.58
C 0.49 0.16 0.41
O 0.52 -1.07 -0.25
O 1.08 1.78 -1.42
H -0.39 2.04 0.06
H -0.71 0.85 -1.25
H -0.21 0.04 1.24
H 1.44 0.26 0.93
H -0.35 -1.24 -0.60
H 1.12 1.17 -2.17
C 1.41 5.93 -1.03
C 0.85 4.85 -0.09
O 1.82 3.91 0.40
O 1.99 5.34 -2.22
H 2.15 6.46 -0.44
H 0.72 6.69 -1.42
H 0.03 4.31 -0.57
H 0.36 5.39 0.72
H 1.93 3.16 -0.20
H 1.35 4.87 -2.77
C -2.28 -1.53 -2.41
O -1.62 -2.07 -1.25
C -2.47 -2.96 -0.55
C -1.73 -3.67 0.63
N -1.71 -2.91 1.89
C -0.87 -3.47 2.96
C -0.48 -2.42 4.09
O 0.20 -1.32 3.52
C 0.83 -0.43 4.51
H -2.79 -0.63 -2.04
H -2.85 -2.24 -3.01
H -1.37 -1.22 -2.92
H -2.71 -3.78 -1.23
H -3.41 -2.56 -0.18
H -0.74 -3.97 0.29
H -2.26 -4.63 0.58
H -1.35 -1.96 1.87
H -0.08 -4.13 2.58
H -1.65 -4.01 3.49
H 0.13 -2.98 4.80
H -1.28 -2.00 4.70
H 1.30 0.42 4.01
H 1.59 -1.02 5.02
H 0.16 -0.15 5.32
*
```

## Properties
- E_LUMO (alpha / beta) (eV) = -2.57 / -7.74

Results of the Löwdin charge analysis, in e, for atoms 1 through 2: -0.23 -0.21

(2)
Here is C18H52ClO12 as an isolated structure at a distorted geometry from OMol25. Energies are from ωB97M-V/def2-TZVPD.

```
! wB97M-V def2-TZVPD RIJCOSX def2/J DEFGRID3
* xyz -1 1
Cl 17.63 -16.71 -20.69
O 16.57 -16.61 -21.66
O 17.92 -15.39 -20.33
O 17.23 -17.48 -19.57
O 18.72 -17.29 -21.41
O 14.76 -17.79 -22.04
H 15.58 -17.57 -21.62
H 14.62 -17.11 -22.69
O 17.62 -19.83 -21.07
H 16.75 -19.55 -21.35
H 18.08 -19.02 -20.86
C 14.33 -13.35 -19.97
C 15.39 -14.29 -19.39
C 14.82 -15.72 -19.10
O 16.28 -14.37 -20.47
H 13.75 -13.74 -20.81
H 14.81 -12.40 -20.19
H 13.72 -13.22 -19.08
H 15.81 -13.83 -18.50
H 14.41 -16.21 -19.99
H 14.11 -15.72 -18.27
H 15.65 -16.36 -18.81
H 16.88 -15.09 -20.23
C 18.86 -16.35 -24.11
C 17.74 -17.45 -24.31
C 17.62 -18.19 -25.70
O 18.19 -18.50 -23.49
H 19.73 -16.76 -23.60
H 18.36 -15.61 -23.49
H 19.22 -15.89 -25.03
H 16.79 -17.06 -23.95
H 17.56 -17.41 -26.46
H 16.71 -18.79 -25.71
H 18.46 -18.87 -25.84
H 18.07 -18.13 -22.61
C 19.82 -17.03 -17.99
C 20.60 -17.61 -19.22
C 20.10 -19.07 -19.79
O 20.73 -16.84 -20.35
H 20.30 -16.10 -17.67
H 19.88 -17.79 -17.22
H 18.78 -16.75 -18.17
H 21.61 -17.79 -18.86
H 20.77 -19.38 -20.59
H 19.06 -19.19 -20.11
H 20.17 -19.78 -18.96
H 19.84 -16.68 -20.67
C 18.91 -13.55 -22.00
C 18.10 -12.84 -20.87
C 18.73 -11.52 -20.64
O 16.75 -12.62 -21.28
H 18.83 -13.05 -22.96
H 18.44 -14.54 -22.05
H 19.99 -13.55 -21.87
H 18.09 -13.42 -19.94
H 18.23 -10.84 -19.95
H 18.82 -10.80 -21.45
H 19.73 -11.77 -20.28
H 16.23 -13.41 -21.16
C 14.67 -13.38 -22.73
C 14.65 -14.84 -23.19
C 15.58 -15.10 -24.39
O 14.88 -15.75 -22.23
H 13.86 -13.13 -22.04
H 14.67 -12.60 -23.49
H 15.65 -13.18 -22.30
H 13.68 -15.17 -23.55
H 15.33 -14.42 -25.20
H 15.57 -16.15 -24.68
H 16.62 -14.98 -24.07
H 15.73 -15.60 -21.81
C 15.05 -20.12 -20.29
C 14.35 -19.58 -18.98
C 14.99 -18.32 -18.46
O 13.02 -19.48 -19.19
H 14.87 -19.52 -21.18
H 14.65 -21.08 -20.61
H 16.13 -20.22 -20.19
H 14.45 -20.35 -18.22
H 14.53 -17.82 -17.61
H 14.83 -17.63 -19.29
H 16.07 -18.34 -18.31
H 12.91 -19.80 -20.09
*
```

## Properties
- E_LUMO (eV) = 2.84
- relative energy (zero: lowest compared OMol25 entry of this formula, charge and spin) (kcal per mole) = 406.8

Results of the Löwdin charge analysis, in e, for atoms 1 through 2: 0.87 -0.27

(3)
Here is a 8-piece molecular cluster, C18H53NO8 overall at a distorted geometry from OMol25. Energies are from ωB97M-V/def2-TZVPD.

```
! wB97M-V def2-TZVPD RIJCOSX def2/J DEFGRID3
* xyz -1 2
C 11.14 -6.37 -15.10
C 9.94 -7.34 -15.23
O 10.32 -8.64 -15.59
H 11.76 -6.66 -14.25
H 10.83 -5.33 -14.99
H 11.80 -6.27 -15.96
H 9.26 -6.96 -15.99
H 9.41 -7.33 -14.27
H 10.37 -9.17 -14.79
C 3.72 -4.95 -11.95
C 2.46 -4.17 -11.75
O 1.39 -5.11 -11.96
H 3.67 -5.91 -11.43
H 4.59 -4.33 -11.70
H 3.73 -5.16 -13.01
H 2.36 -3.34 -12.46
H 2.37 -3.78 -10.74
H 0.61 -4.78 -11.51
C 9.31 -3.19 -10.99
C 9.34 -1.67 -11.00
O 10.01 -1.39 -12.17
H 8.75 -3.58 -11.84
H 8.79 -3.52 -10.09
H 10.33 -3.57 -10.95
H 10.01 -1.38 -10.20
H 8.35 -1.21 -10.99
H 10.95 -1.52 -12.04
C 9.26 -7.46 -10.34
C 10.68 -7.15 -9.83
O 10.56 -6.75 -8.44
H 8.69 -6.59 -10.04
H 8.71 -8.26 -9.84
H 9.14 -7.59 -11.42
H 11.03 -6.28 -10.38
H 11.43 -7.93 -10.00
H 10.50 -7.55 -7.92
C 3.93 -8.78 -12.44
C 2.50 -8.78 -11.90
O 1.54 -8.07 -12.66
H 4.28 -7.79 -12.77
H 4.06 -9.55 -13.20
H 4.61 -8.95 -11.61
H 2.53 -8.35 -10.90
H 2.14 -9.80 -11.82
H 1.48 -7.21 -12.24
C 3.87 -5.58 -18.56
C 4.99 -5.60 -17.54
O 5.32 -4.31 -17.02
H 4.17 -4.84 -19.30
H 2.95 -5.18 -18.15
H 3.63 -6.56 -18.99
H 5.81 -6.12 -18.05
H 4.68 -6.16 -16.66
H 5.65 -4.50 -16.14
C 7.21 -6.17 -12.95
C 6.57 -5.81 -14.33
O 6.30 -4.44 -14.34
H 7.42 -7.24 -12.97
H 6.47 -6.01 -12.17
H 7.99 -5.47 -12.66
H 5.63 -6.36 -14.34
H 7.15 -6.00 -15.23
H 7.15 -3.98 -14.30
C 7.55 -1.59 -16.32
C 7.98 -1.46 -14.83
C 6.76 -1.05 -13.87
O 6.46 0.35 -14.00
C 6.56 1.11 -12.76
N 8.54 -2.72 -14.45
H 8.30 -2.13 -16.89
H 7.46 -0.61 -16.80
H 6.66 -2.20 -16.47
H 8.73 -0.69 -14.69
H 7.00 -1.20 -12.82
H 5.95 -1.74 -14.13
H 7.60 1.03 -12.44
H 5.89 0.79 -11.96
H 6.36 2.15 -13.04
H 8.97 -2.72 -13.54
H 9.30 -2.81 -15.11
*
```

## Properties
- E_LUMO (alpha / beta) (eV) = 2.25 / 2.18
- relative energy (zero: lowest compared OMol25 entry of this formula, charge and spin) (kcal per mole) = 6.8

Results of the Löwdin charge analysis, in e, for atoms 1 through 2: -0.13 -0.34

Number 1: electronic energy -49633.7846 eV. Number 2: electronic energy -56580.5869 eV. Number 3: electronic energy -37391.5259 eV.